The following is a quantum chemistry calculation of a cluster of 7 separate species, C23H33N3O22 in total at a distorted geometry, from the OMol25 dataset.

Each line ends with the Mulliken charge.
CARTESIAN COORDINATES (ANGSTROEM)
N1 -0.023 0.735 -3.378  -0.44
C1 -0.749 -0.133 -2.415  -0.82
C2 -0.021 -0.347 -1.004  0.20
C3 1.481 -0.883 -0.949  0.18
N2 1.715 -2.319 -0.586  -0.71
O1 1.960 -0.208 0.298  -0.34
C4 1.539 1.137 0.148  -0.09
O2 2.306 2.095 0.296  -0.59
C5 -0.011 1.074 -0.266  0.80
O3 -0.719 0.806 0.990  -0.24
N3 -2.046 0.607 0.749  0.26
O4 -2.412 -0.426 1.217  -0.46
H1 -0.362 1.701 -3.382  0.25
H2 0.995 0.671 -3.294  0.21
H3 -1.768 0.345 -2.184  0.19
H4 -0.957 -1.138 -2.934  0.20
H5 -0.629 -1.206 -0.546  0.24
H6 2.221 -0.438 -1.710  0.21
H7 0.896 -2.604 -0.031  0.31
H8 2.481 -2.268 0.114  0.22
H9 -0.287 2.003 -0.861  0.42
O5 1.915 -4.807 1.154  -0.55
C6 2.013 -4.327 2.246  0.70
O6 2.923 -3.371 2.585  -0.37
C7 2.576 -2.903 3.882  -0.31
C8 1.803 -4.050 4.458  -0.12
O7 1.233 -4.664 3.307  -0.35
H10 3.469 -2.667 4.463  0.28
H11 1.970 -1.998 3.780  0.24
H12 2.446 -4.776 4.963  0.16
H13 1.026 -3.724 5.150  0.32
O8 4.315 -5.271 6.106  -0.57
C9 5.303 -5.034 5.473  0.68
O9 5.527 -5.477 4.208  -0.29
C10 6.684 -4.805 3.726  -0.26
C11 7.403 -4.429 4.987  -0.33
O10 6.346 -4.288 5.927  -0.33
H14 7.277 -5.461 3.087  0.32
H15 6.370 -3.933 3.145  0.21
H16 8.082 -5.214 5.332  0.26
H17 7.961 -3.497 4.886  0.30
O11 -2.961 -0.156 -4.333  -0.48
C12 -3.479 0.922 -4.309  0.58
O12 -4.367 1.369 -5.234  -0.36
C13 -4.918 2.582 -4.737  -0.38
C14 -3.865 3.066 -3.786  -0.40
O13 -3.253 1.860 -3.347  -0.17
H18 -5.103 3.287 -5.549  0.35
H19 -5.864 2.360 -4.236  0.22
H20 -3.110 3.687 -4.278  0.30
H21 -4.284 3.619 -2.944  0.32
O14 -3.669 6.109 1.129  -0.54
C15 -3.359 5.155 1.778  0.56
O15 -3.111 5.183 3.116  -0.33
C16 -3.002 3.834 3.551  -0.35
C17 -2.620 3.106 2.297  0.00
O16 -3.207 3.900 1.274  -0.24
H22 -2.250 3.737 4.335  0.33
H23 -3.970 3.510 3.945  0.25
H24 -1.537 3.076 2.144  0.12
H25 -3.009 2.090 2.271  0.23
O17 3.140 3.237 -5.593  -0.52
C18 3.231 3.729 -4.508  0.57
O18 4.128 4.697 -4.175  -0.33
C19 3.772 5.172 -2.883  -0.35
C20 3.010 4.021 -2.298  -0.20
O19 2.451 3.392 -3.445  -0.22
H26 4.660 5.423 -2.302  0.31
H27 3.156 6.069 -2.994  0.25
H28 3.660 3.307 -1.785  0.22
H29 2.227 4.344 -1.611  0.27
O20 -6.207 0.133 -2.880  -0.56
C21 -5.881 -0.828 -2.247  0.68
O21 -5.623 -0.816 -0.912  -0.30
C22 -5.494 -2.170 -0.498  -0.26
C23 -5.114 -2.874 -1.766  -0.25
O22 -5.719 -2.071 -2.771  -0.31
H30 -4.735 -2.269 0.279  0.23
H31 -6.455 -2.511 -0.101  0.26
H32 -4.032 -2.889 -1.929  0.21
H33 -5.492 -3.897 -1.805  0.30

Summary:
* Kohn-Sham gap: 8.33 eV
* LUMO: -0.778 eV
* SMILES: NC[C@H]1[C@H](N)OC(=O)[C@@H]1ON=O.O=C1OCCO1.O=C1OCCO1.O=C1OCCO1.O=C1OCCO1.O=C1OCCO1.O=C1OCCO1
* M: 703.5 g/mol
* net charge: 0
* max |F|: 3.9 eV/Å
* total energy: -2715.66775 Ha

The following is a quantum chemistry calculation of a structure of composition C12H12I2N at a distorted geometry, from the OMol25 dataset.

Each line ends with the natural charge from an NBO analysis.
CARTESIAN COORDINATES (ANGSTROEM)
C1 -1.452 0.803 2.797  -0.67
C2 -1.138 2.379 2.432  -0.36
I1 -2.594 3.579 3.567  0.15
C3 -1.117 2.704 0.813  -0.43
I2 -3.090 2.971 -0.093  0.18
C4 -0.197 1.516 0.103  0.00
C5 1.441 1.724 0.016  -0.15
C6 2.334 0.496 -0.655  -0.21
C7 1.611 -0.893 -1.211  0.00
C8 2.472 -2.172 -1.855  -0.17
C9 1.640 -3.518 -2.382  0.00
N1 0.101 -3.592 -2.330  -0.52
C10 -0.750 -2.474 -1.766  0.13
C11 -0.042 -1.102 -1.168  -0.09
C12 -0.896 0.144 -0.492  -0.18
H1 -2.295 0.454 2.030  0.21
H2 -1.798 0.642 3.922  0.26
H3 -0.507 0.137 2.549  0.22
H4 -0.027 2.583 2.811  0.24
H5 -0.549 3.749 0.707  0.27
H6 1.900 2.718 0.455  0.27
H7 3.507 0.667 -0.707  0.27
H8 3.642 -2.098 -1.905  0.28
H9 2.195 -4.476 -2.818  0.28
H10 -0.404 -4.455 -2.692  0.46
H11 -1.928 -2.510 -1.720  0.28
H12 -2.061 0.025 -0.408  0.26

Summary:
* Kohn-Sham gap: 5.95 eV
* LUMO: -5.438 eV
* M: 424.0 g/mol
* net charge: +1
* max |F|: 5.1 eV/Å
* total energy: -1113.86426 Ha

The following is a quantum chemistry calculation of the ion NO4S with charge -1 at a distorted geometry, from the OMol25 dataset.

Each line ends with the natural charge from an NBO analysis.
CARTESIAN COORDINATES (ANGSTROEM)
N1 0.239 1.609 -1.145  -0.04
O1 -0.536 -1.017 -1.010  -0.99
O2 1.340 -0.780 0.564  -0.99
O3 0.008 1.168 -0.004  -0.50
O4 -0.990 -0.490 1.339  -0.99
S1 -0.061 -0.490 0.256  2.51

Summary:
* Kohn-Sham gap (spin up / spin down): 8.68 / 8.65 eV
* LUMO (spin up / spin down): 4.315 / 4.331 eV
* M: 110.1 g/mol
* net charge: -1
* max |F|: 2.9 eV/Å
* total energy: -753.85814 Ha